[1]
Below is 2 unconnected molecules or ions with the total composition CH2ClNOS in a non-equilibrium geometry, with properties calculated with the ωB97M-V functional and the def2-TZVPD basis.

Summary:
multiplicity: 1
energy relative to the best compared isomer or geometry (same formula, charge and spin): 85.4 kcal per mole
orbital gap (alpha / beta): 7.9 / 7.9 eV
maximum force: 4.31 eV Å⁻¹
molar mass: 111.55 g/mol

Last column: Löwdin charge in e.
Element x y z (Å)
C (-0.067, -1.356, 0.621)  -0.708
N (0.812, 0.606, -0.769)  -0.472
O (0.496, -2.396, 0.730)  0.038
S (-0.391, 1.623, -0.593)  0.657
Cl (-1.515, -0.626, 1.062)  0.652
H (0.859, -0.046, -1.569)  0.008
H (-0.194, 2.195, 0.516)  -0.176


[2]
Below is a molecular structure, C18H25ClIrNO3 in a non-equilibrium geometry, with properties calculated with the ωB97M-V functional and the def2-TZVPD basis.

Summary:
multiplicity: 5
orbital gap (alpha / beta): 6.3 / 7.3 eV
maximum force: 3.03 eV Å⁻¹
molar mass: 531.07 g/mol

Last column: Mulliken spin population.
Element x y z (Å)
Ir (-0.392, 0.539, -1.015)  2.678
Cl (-0.019, -6.413, -2.401)  0.001
C (-0.376, -4.867, -1.709)  0.014
C (-1.672, -4.552, -1.328)  -0.003
C (-1.976, -3.304, -0.803)  0.008
C (-0.978, -2.315, -0.636)  0.029
O (-1.343, -1.139, -0.283)  0.082
C (0.383, -2.694, -0.859)  0.000
C (1.530, -1.816, -0.757)  0.020
O (1.575, -0.612, -0.592)  0.076
C (0.621, -3.928, -1.445)  -0.008
H (-2.453, -5.266, -1.568)  0.000
H (-3.004, -2.970, -0.585)  -0.001
H (2.449, -2.323, -0.911)  0.005
H (1.639, -4.143, -1.681)  -0.001
C (-0.063, 3.744, -4.164)  0.024
C (-0.642, 3.064, -2.964)  -0.056
C (-0.305, 4.009, -1.697)  0.060
C (-2.155, 2.841, -3.302)  0.034
C (-0.097, 1.697, -2.694)  0.977
H (-0.254, 4.789, -4.164)  0.011
H (-0.443, 3.364, -5.108)  -0.003
H (1.023, 3.742, -4.089)  -0.016
H (-1.103, 4.827, -1.637)  0.000
H (0.663, 4.421, -1.842)  0.002
H (-0.294, 3.470, -0.763)  -0.016
H (-2.669, 3.708, -3.560)  0.015
H (-2.722, 2.311, -2.560)  -0.027
H (-2.075, 2.250, -4.230)  0.001
H (-0.053, 1.090, -3.618)  0.046
O (-0.330, 0.867, 1.457)  0.029
C (-0.118, 0.854, 2.652)  0.020
C (1.008, 1.623, 3.319)  -0.003
C (2.182, 0.635, 3.458)  0.000
C (1.810, -0.812, 3.917)  0.001
C (0.909, -1.659, 2.968)  -0.001
C (-0.597, -1.388, 3.193)  0.000
N (-0.767, -0.002, 3.539)  0.000
H (0.621, 1.901, 4.276)  0.000
H (1.287, 2.596, 2.850)  0.000
H (2.889, 1.088, 4.116)  0.000
H (2.683, 0.548, 2.467)  0.000
H (1.366, -0.744, 4.878)  0.000
H (2.766, -1.338, 4.052)  0.000
H (1.045, -2.725, 3.175)  0.000
H (1.243, -1.496, 1.880)  0.001
H (-1.000, -2.082, 3.951)  0.000
H (-1.220, -1.585, 2.297)  -0.001
H (-0.573, 0.198, 4.519)  0.001


[3]
Below is a molecular structure, C9H10AsBBeClF8Te in a non-equilibrium geometry, with properties calculated with the ωB97M-V functional and the def2-TZVPD basis.

Summary:
multiplicity: 2
energy relative to the best compared isomer or geometry (same formula, charge and spin): 0.0 kcal per mole
orbital gap (alpha / beta): 5.1 / 8.0 eV
maximum force: 3.61 eV Å⁻¹
molar mass: 527.96 g/mol

Last column: Mulliken spin population.
Element x y z (Å)
Be (11.119, 6.142, 4.434)  0.001
Cl (8.236, 2.021, 2.923)  0.142
C (9.166, 2.830, 3.979)  0.787
H (10.019, 2.341, 4.453)  0.015
H (9.084, 3.914, 4.021)  0.053
C (5.704, 9.314, 6.205)  0.000
Te (7.394, 8.055, 5.205)  0.001
C (8.477, 9.986, 5.445)  0.000
C (7.507, 11.046, 5.801)  0.000
C (7.983, 12.311, 5.977)  0.000
C (7.107, 13.370, 6.284)  0.000
C (5.759, 13.105, 6.478)  0.000
C (5.283, 11.804, 6.367)  0.000
C (6.150, 10.722, 6.063)  0.000
H (5.803, 8.922, 7.241)  0.000
H (4.753, 9.038, 5.775)  0.000
H (8.955, 10.139, 4.484)  0.000
H (9.212, 9.817, 6.228)  0.000
H (9.073, 12.395, 6.018)  0.000
H (7.507, 14.367, 6.413)  0.000
H (5.058, 13.890, 6.685)  0.000
H (4.254, 11.541, 6.626)  0.000
F (9.576, 6.147, 4.462)  -0.003
As (14.723, 8.107, 4.667)  0.000
F (14.653, 8.661, 6.375)  0.000
F (16.161, 7.200, 5.091)  0.000
F (11.847, 5.486, 5.698)  0.001
F (11.841, 6.439, 3.223)  0.002
F (15.766, 9.436, 4.095)  0.000
F (9.161, 7.796, 7.740)  0.000
B (8.574, 7.121, 6.722)  -0.001
F (8.613, 5.839, 6.876)  0.004